A 2-piece molecular cluster, CH4NO2 overall, computed with ωB97M-V with the def2-TZVPD basis set.

Output
Calculated total energy (Eh): -245.731500
Total charge: -1

XYZ file:
```
8
Properties=species:S:1:pos:R:3:forces:R:3
O 2.0641 1.4318 -0.6670 -0.17 -0.09 0.16
H 1.1506 1.6815 -0.4611 0.04 0.00 -0.04
C -0.8808 -0.6236 1.2172 -0.45 -0.32 -0.52
N -1.6013 -0.8413 -0.0551 0.51 0.05 0.36
O 0.0732 0.1442 1.0682 0.28 0.32 0.03
H 2.0804 0.6149 -0.1473 0.04 0.03 -0.04
H -0.9661 -0.6074 -0.8281 -0.15 -0.03 -0.02
H -1.9200 -1.8001 -0.1267 -0.11 0.05 0.07
```
Forces are in eV/Å.